No. 1
Formula: C4H12N2O
Source: the OMol25 dataset
Level of theory: ωB97M-V with the def2-TZVPD basis set

```
! wB97M-V def2-TZVPD RIJCOSX def2/J DEFGRID3
* xyz 0 1
O -2.2030 -1.0463 -2.0282
N -1.1708 0.3501 -0.3379
N 2.0062 -0.5518 -0.3842
C 0.6559 0.6743 1.2874
C -0.5062 -0.1770 0.8310
C 1.8938 0.7197 0.3581
C -2.3571 -0.2840 -0.8339
H -3.0970 0.4735 -1.0625
H -0.2788 -1.2329 0.7428
H -1.3108 -1.0459 -2.3667
H 2.2924 -1.3084 0.2161
H -0.5721 0.7227 -1.0413
H -1.1796 -0.1354 1.7040
H 2.6242 -0.4770 -1.1763
H -2.6473 -1.0424 -0.0878
H 0.3624 1.7141 1.4511
H 2.7922 0.9787 0.9166
H 0.9963 0.2046 2.2243
H 1.6992 1.4635 -0.4125
*
```

Calculated values
energy above the lowest of the compared OMol25 structures with the same formula, charge and spin = 1.729 eV
structure (SMILES) = NCCCNCO

Here are the natural (NBO) charges for atoms 1 to 2, given in e: number 1, O, carries -0.75; number 2, N, carries -0.67

***

No. 2
Formula: CHN2O2P
Source: the OMol25 dataset
Level of theory: ωB97M-V with the def2-TZVPD basis set

```
! wB97M-V def2-TZVPD RIJCOSX def2/J DEFGRID3
* xyz 0 1
P -0.9212 2.3111 -1.6304
O -0.3657 4.0611 0.2053
O -0.9866 2.0321 0.9513
N 1.7681 1.2855 -1.8024
N -0.7029 2.9166 0.1393
C 0.7207 1.6610 -1.6118
H -1.3030 -0.2842 -0.3956
*
```

Calculated values
energy above the lowest of the compared OMol25 structures with the same formula, charge and spin = 3.654 eV

Here are the natural (NBO) charges for atoms 1 to 2, given in e: number 1, P, carries 0.72; number 2, O, carries -0.32

***

No. 3
Formula: H29O14
Source: the OMol25 dataset
Level of theory: ωB97M-V with the def2-TZVPD basis set

```
! wB97M-V def2-TZVPD RIJCOSX def2/J DEFGRID3
* xyz 0 2
O 2.0552 -1.8809 -3.2299
O -2.3227 2.6700 -2.9661
O -3.0692 1.3450 -0.8915
O -0.5249 -0.4850 3.7069
O 1.6167 -3.2219 1.4385
O 0.2832 0.7111 -3.1985
O 0.2182 0.5114 -0.3996
O -0.7867 1.1231 1.6844
O 3.2748 1.8922 1.3231
O 3.6344 0.4713 -2.0114
O -1.4271 -1.1421 0.6565
O -1.3306 -3.9035 -0.6159
O -3.4887 0.1356 1.2395
O 0.7371 2.3273 4.0215
H 1.6725 2.3630 3.9150
H 0.2601 -1.0503 3.6116
H 0.7661 -0.0917 -3.4810
H -0.2867 -0.2830 4.6272
H 3.6794 1.0205 -1.2284
H -3.3325 2.2253 -1.1605
H -1.2551 -0.9376 1.6028
H 1.0233 0.0180 -0.2014
H -2.5289 -0.9423 0.7823
H 2.5778 -3.2550 1.4693
H -1.1102 -4.3111 0.2310
H 1.4102 -3.9924 0.9024
H -0.0666 0.8105 2.2380
H 2.3707 -2.4162 -3.9590
H -0.8387 -0.3681 0.1674
H -0.0306 0.5529 -1.3350
H -1.8813 -4.6483 -0.9687
H -0.2725 0.7743 -4.0083
H -2.7902 2.0804 -3.5812
H -2.7981 3.5168 -3.0972
H 2.7485 -1.2580 -2.9478
H -2.6373 0.6585 1.1242
H 4.2229 1.8736 1.4767
H -2.3930 1.0330 -1.4955
H 4.2960 0.9156 -2.5913
H -0.6039 1.9527 1.2451
H -0.1469 1.9913 3.9701
H 2.9264 1.0277 1.5823
H -3.8512 0.1863 0.3524
*
```

Calculated values
energy above the lowest of the compared OMol25 structures with the same formula, charge and spin = 0.909 eV

Here are the natural (NBO) charges for atoms 1 to 2, given in e: number 1, O, carries -0.99; number 2, O, carries -0.97

***

No. 4
Formula: C33H53N2O2P2STi
Source: the OMol25 dataset
Level of theory: ωB97M-V with the def2-TZVPD basis set

```
! wB97M-V def2-TZVPD RIJCOSX def2/J DEFGRID3
* xyz 1 3
Ti -0.8312 0.0165 0.2891
S -3.6564 0.0566 -1.6216
P -0.6353 1.7041 2.1538
P -0.2056 -1.3076 -2.0675
O -2.4571 0.3907 -0.6142
O -2.1002 -1.6872 2.6141
N 0.7662 -1.2400 1.1278
N 0.6059 1.3978 -0.5573
C 0.7166 2.6775 -0.1087
C 0.5870 0.3585 4.2740
C 0.1189 -3.2369 -1.9773
C 1.5374 3.6061 -0.7448
C 0.8086 1.5863 3.3737
C 2.1247 1.3887 2.5959
C -0.1213 3.1310 1.0921
C -2.2127 2.3467 2.9599
C -0.6185 0.7558 -3.8707
C -1.7022 -0.9722 1.7713
C 4.2331 -1.2887 -0.4572
C 3.2248 -1.7073 0.4947
C -0.3205 -3.7616 -0.5991
C -4.7757 1.3695 -1.1392
C 3.5621 -2.4982 1.5997
C -2.0619 3.7591 3.5449
C -3.2829 2.3758 1.8520
C 1.3930 0.9701 -1.6282
C 1.6008 -3.5523 -2.1765
C 1.2833 -0.2701 -2.4023
C 2.4160 3.1622 -1.7381
C 4.8426 -2.9222 1.8219
C -0.5480 -0.7853 -3.8619
C 1.8599 -1.5063 0.7590
C -0.7250 -3.9675 -3.0278
C 5.5469 -1.7365 -0.2031
C 2.3865 1.8380 -2.1102
C 0.9546 2.8489 4.2351
C -2.6700 1.3782 4.0640
C -4.4475 -1.3170 -0.7671
C 5.8283 -2.5397 0.9068
C 0.6329 -1.2755 -4.7417
C -1.8986 -1.3343 -4.3071
H 0.3307 -3.4263 0.2100
H -1.3521 -3.4713 -0.3597
H 1.0276 3.7681 3.6370
H -0.2757 0.4784 4.9417
H -3.0712 4.1377 3.7635
H -4.8117 -1.0011 0.2201
H 0.3421 -2.1272 -5.3632
H 1.7195 -4.6451 -2.0939
H -2.0413 1.4440 4.9619
H 2.7122 -2.7405 2.2587
H 6.8364 -2.8895 1.1006
H 1.4979 4.6532 -0.4412
H 1.5407 -1.5727 -4.1955
H -1.3324 1.1327 -3.1292
H 1.9599 -3.2842 -3.1758
H -1.5085 3.7681 4.4892
H 4.9827 -3.5305 2.7095
H 1.4806 0.2361 4.9051
H -3.7452 -2.1548 -0.6638
H 2.3139 2.1915 1.8711
H 3.0886 1.4348 -2.8504
H 0.4505 -0.5603 3.6923
H -3.0399 3.0863 1.0504
H -1.8160 -2.3317 -4.7465
H -1.5890 4.4629 2.8482
H -0.2710 -4.8605 -0.6180
H -4.2221 2.3133 -1.0875
H -1.7925 -3.7379 -2.9195
H 0.3560 1.2206 -3.6776
H -5.2423 1.1408 -0.1700
H -0.6091 -5.0514 -2.8741
H 0.1502 2.9535 4.9716
H 0.4394 3.8630 1.7021
H -2.2994 -0.6479 -5.0627
H -2.6088 -1.3575 -3.4666
H 2.2229 -3.0641 -1.4156
H 0.9456 -0.4485 -5.3930
H -1.0280 3.6677 0.7557
H -2.6945 0.3380 3.7224
H -3.6923 1.6623 4.3578
H -4.2364 2.6914 2.2998
H 6.3671 -1.4489 -0.8742
H -3.4423 1.3914 1.3964
H 3.0941 3.8581 -2.2431
H -5.2837 -1.6119 -1.4077
H 1.8968 2.7585 4.8009
H -0.4089 -3.7511 -4.0548
H 4.0153 -0.6318 -1.3071
H 2.1587 0.4386 2.0752
H 2.9499 1.3816 3.3241
H -0.9175 1.0755 -4.8739
H 2.2263 -0.8315 -2.4868
H -5.5329 1.4180 -1.9218
*
```

Calculated values
energy above the lowest of the compared OMol25 structures with the same formula, charge and spin = 1.458 eV

Here are the Mulliken charges for atoms 1 to 2, given in e: number 1, Ti, carries -0.89; number 2, S, carries 0.51

***

No. 5
Formula: C22H66O11
Source: the OMol25 dataset
Level of theory: ωB97M-V with the def2-TZVPD basis set

```
! wB97M-V def2-TZVPD RIJCOSX def2/J DEFGRID3
* xyz 0 1
O -13.2027 29.3639 10.8246
O -15.0923 24.2908 9.9658
O -19.9171 27.5965 16.9522
O -19.6668 30.4665 24.6948
O -13.1316 29.4372 16.9992
O -24.2655 24.4633 21.7103
O -23.0475 33.2611 18.1053
O -18.2077 25.7027 21.4749
O -26.4362 21.4028 16.2210
O -21.3144 30.1402 10.1572
O -19.7432 20.2485 9.8102
C -17.1321 24.9377 21.9105
C -13.4018 22.4500 9.9881
C -26.2127 25.4887 22.7866
C -21.6732 31.7860 25.1605
C -20.6049 31.3464 24.0430
C -20.4175 26.4821 16.2336
C -23.2518 35.5605 18.8104
C -16.7729 23.9187 20.8532
C -13.5208 30.5722 17.6968
C -14.0291 23.6880 9.2341
C -25.3266 22.3077 15.9098
C -19.9615 17.8040 9.8938
C -19.3812 26.0165 15.2062
C -20.7128 31.0805 9.2713
C -14.0933 30.3263 10.4308
C -24.8279 21.9017 14.4412
C -22.3484 34.4599 18.1786
C -14.1891 30.4335 8.9354
C -20.2420 30.3930 8.0208
C -15.0218 30.4115 18.0674
C -19.0849 19.0210 9.5963
C -24.9576 25.6905 21.9454
H -14.4077 23.3145 8.2827
H -13.2645 24.4319 9.0105
H -19.4411 29.8081 24.0336
H -22.8833 36.5664 18.6090
H -27.1530 21.4262 15.5828
H -20.4856 17.8914 10.8456
H -23.3372 35.3484 19.8762
H -19.6322 29.5346 8.3027
H -17.3780 23.0121 20.8449
H -15.2842 31.3660 18.5236
H -22.4729 32.3960 24.7404
H -14.1740 21.8359 10.4514
H -24.5162 22.2765 16.6380
H -12.9209 21.7283 9.3279
H -24.0370 22.5992 14.1652
H -14.6908 25.0383 10.4150
H -24.3626 26.4020 22.5179
H -26.0223 25.0937 23.7845
H -15.2325 29.5490 18.6997
H -19.3299 27.3725 17.6779
H -19.6738 31.0582 7.3707
H -21.0351 30.0712 7.3459
H -12.7137 22.7163 10.7904
H -24.2083 35.4481 18.2999
H -21.6563 34.2719 18.9993
H -25.6123 23.3525 16.0322
H -19.1016 26.7851 14.4856
H -24.3652 20.9148 14.4538
H -18.5014 25.7595 15.7961
H -26.7208 26.4031 23.0928
H -21.5095 31.7679 8.9870
H -13.0200 28.7359 17.6453
H -13.4798 31.4578 17.0627
H -21.9139 34.8753 17.2693
H -25.2263 26.1164 20.9787
H -18.3133 19.0374 10.3661
H -18.7543 18.8834 8.5668
H -12.8774 30.7027 18.5669
H -21.3521 26.7228 15.7270
H -21.9321 30.5402 10.7735
H -21.1930 32.1470 26.0699
H -12.9318 29.4200 11.7438
H -15.7463 23.5792 20.9909
H -19.2594 16.9703 9.8824
H -20.7135 17.8139 9.1049
H -20.6254 25.8238 17.0771
H -15.0072 30.2040 11.0122
H -15.6373 30.2544 17.1817
H -16.2455 25.5038 22.1961
H -16.6051 24.3080 19.8490
H -19.8724 31.5345 9.7963
H -14.8687 31.1631 8.4952
H -24.5252 24.1877 20.8282
H -18.9993 25.1886 21.6501
H -14.5101 29.4805 8.5148
H -22.4387 32.5958 17.7763
H -22.1745 30.8632 25.4527
H -19.1358 20.9465 10.0660
H -26.9784 24.8667 22.3230
H -25.5755 21.8937 13.6480
H -13.2199 30.8177 8.6173
H -17.5785 24.4466 22.7751
H -20.1307 32.2826 23.7486
H -21.0809 30.7929 23.2336
H -19.6823 25.0736 14.7497
H -13.7349 31.3111 10.7305
*
```

Calculated values
energy above the lowest of the compared OMol25 structures with the same formula, charge and spin = 6.439 eV
structure (SMILES) = CCO.CCO.CCO.CCO.CCO.CCO.CCO.CCO.CCO.CCO.CCO

Here are the Mulliken charges for atoms 1 to 2, given in e: number 1, O, carries -0.53; number 2, O, carries -0.51

***

No. 6
Formula: C38H34FGaN6O7S3
Source: the OMol25 dataset
Level of theory: ωB97M-V with the def2-TZVPD basis set

```
! wB97M-V def2-TZVPD RIJCOSX def2/J DEFGRID3
* xyz 0 1
Ga -0.4710 -0.5742 1.6254
S -0.3181 -0.2917 3.9310
S -3.3592 0.1952 0.9579
S -1.4711 -3.2523 0.0646
F -1.4286 -2.5781 -5.0632
O 0.9872 -2.9558 2.7574
O -0.9466 -0.4563 -0.5579
O -0.8012 -3.3208 -1.2074
O -2.8222 -2.7694 0.0272
O -0.6894 3.5139 0.6491
O -0.5076 1.4112 1.3061
O -2.4880 -0.6311 1.8547
N 3.3204 0.1759 5.1665
N 2.0491 -0.1239 5.0218
N -0.7749 2.5766 -3.3052
N 2.1323 -0.0114 2.7511
N 1.6194 -0.3214 1.6375
N -0.5168 -2.4793 1.1522
C 4.1076 -0.5484 -1.6782
C -0.9142 0.4887 -1.3761
C -1.2533 -1.3242 -4.6095
C -0.3585 -4.7171 1.8372
C 2.4722 -0.3872 0.5551
C -0.9217 1.2836 -3.7529
C 2.8588 -1.1486 -1.6917
C 5.5265 0.8388 4.5391
C 3.7434 0.1998 0.5753
C 4.5494 0.1156 -0.5408
C -0.7084 2.8230 -1.9917
C 4.1482 1.0356 4.4571
C -1.0313 0.2328 -2.8142
C 6.3957 1.7216 3.9286
C 0.0097 3.2621 -5.4919
C -1.8252 -6.1010 0.5307
C -1.2995 -4.8649 0.8336
C 4.5331 3.0296 3.1731
C -0.6646 2.0709 -6.1528
C -1.3907 -7.2017 1.2627
C 1.4063 -0.0831 3.8808
C 0.0664 -5.8068 2.5813
C -1.2050 -1.0812 -3.2601
C -0.4511 -7.0563 2.2738
C -5.8924 0.8074 1.5474
C -2.2161 4.0992 -4.5347
C -3.6663 1.7320 1.9369
C -0.7713 3.6827 -4.2511
C 5.9032 2.8195 3.2427
C 0.1157 -3.3165 1.9845
C -0.9153 0.9954 -5.1323
C -0.7537 1.8626 -1.0255
C -1.0913 -0.3075 -5.5462
C -5.0438 -0.4294 1.3361
C -0.6419 2.3177 0.4153
C -5.0790 1.6747 2.5021
C 3.6569 2.1453 3.7677
C 2.0431 -1.0722 -0.5824
H -3.5383 2.5699 1.2558
H -1.2657 -1.8844 -2.5380
H 0.0982 4.0977 -6.1850
H 3.7344 -0.2721 5.9764
H 4.0671 0.7189 1.4639
H 1.0843 -1.5649 -0.5772
H -6.8645 0.5537 1.9660
H 5.9018 -0.0165 5.0800
H -1.7838 -8.1837 1.0378
H -0.1085 -7.9269 2.8158
H -1.6034 2.3780 -6.6198
H 1.0124 2.9692 -5.1761
H -0.2552 4.5230 -3.7755
H -5.3644 -1.0653 0.5174
H -5.0658 1.2099 3.4884
H -2.5572 -6.2168 -0.2515
H 5.5360 0.5561 -0.5244
H -2.8905 1.7725 2.6994
H -0.0261 1.6747 -6.9442
H -5.5059 2.6727 2.6074
H -2.2500 4.8829 -5.2874
H 6.5843 3.5084 2.7665
H -1.0730 -0.5518 -6.5971
H 2.5235 -1.7018 -2.5568
H 7.4607 1.5508 3.9939
H 0.7888 -5.6631 3.3710
H -0.6062 3.8528 -1.6770
H -6.0501 1.3311 0.6024
H 4.1462 3.8946 2.6550
H -2.8093 3.2521 -4.8730
H -2.6673 4.4894 -3.6244
H -4.9430 -1.0157 2.2488
H 4.7422 -0.6145 -2.5500
H 2.5952 2.3202 3.7162
*
```

Calculated values
energy above the lowest of the compared OMol25 structures with the same formula, charge and spin = 1.169 eV

Here are the Mulliken charges for atoms 1 to 2, given in e: number 1, Ga, carries 0.60; number 2, S, carries -0.70

***

No. 7
Formula: C17H28Br2Cl2NO2P
Source: the OMol25 dataset
Level of theory: ωB97M-V with the def2-TZVPD basis set

```
! wB97M-V def2-TZVPD RIJCOSX def2/J DEFGRID3
* xyz 0 1
Br 4.8017 -3.9056 -3.0421
Br 2.6882 -1.2907 -1.5181
Cl -2.9328 3.4583 -1.2678
Cl -3.7377 -0.9751 -0.9371
P -1.2686 1.0887 0.4086
O 0.1013 -0.8894 1.7838
O -0.7782 0.5524 -2.3146
N -2.2189 1.1064 3.1200
C -2.6311 2.5298 3.2725
C 3.5485 -2.2505 3.3361
C 0.2577 0.5635 1.5120
C 3.3445 -3.0701 0.7730
C 1.3858 -1.5552 1.9230
C 0.3535 1.3922 -2.7052
C -0.5373 0.0148 -0.9609
C -4.9527 1.3745 -2.1677
C -2.7208 1.6909 -0.7377
C 4.1256 -3.0322 2.1105
C -3.7334 0.8157 -1.2558
C -2.4832 0.5582 1.7614
C 3.1745 -3.0675 -3.7139
C 1.9744 -2.3329 0.6798
C -0.5606 2.8793 0.5235
C 2.1816 -1.4877 3.2750
C 3.1457 -1.5941 -3.3938
H 1.7981 -0.9098 4.1827
H -0.2086 3.2612 -0.5098
H 1.3900 -2.3621 -0.2956
H -2.6814 0.4941 3.8021
H -1.7026 3.1852 3.1299
H 1.2704 0.7868 0.9915
H -5.3895 2.3487 -1.7505
H 2.3346 -3.6179 -3.2890
H 2.3617 -1.0930 -3.9644
H 3.1984 -3.2262 -4.7931
H 0.0148 2.2377 -3.4178
H -4.6930 1.4147 -3.2766
H 5.1194 -3.6076 2.1566
H -0.9566 -1.0645 -0.9340
H -5.7998 0.5918 -2.0662
H 0.5997 -0.1161 -0.8949
H 0.3959 2.9038 1.1766
H -3.5333 2.8447 2.6457
H 1.1185 0.7647 -3.2935
H -3.5770 0.8448 1.4998
H 3.7003 -3.6408 -0.1438
H 0.2959 1.1741 2.4920
H 4.0972 -1.0937 -3.5763
H -1.2887 3.6025 1.0338
H -2.4855 -0.6002 1.7662
H -2.9302 2.6647 4.3839
H 4.1666 -2.2665 4.2905
H 0.8571 1.9052 -1.8103
*
```

Calculated values
energy = -198076.3353 eV

Here are the natural (NBO) charges for atoms 1 to 2, given in e: number 1, Br, carries -0.02; number 2, Br, carries 0.05

***

No. 8
Formula: C4H5N3
Source: the OMol25 dataset
Level of theory: ωB97M-V with the def2-TZVPD basis set

```
! wB97M-V def2-TZVPD RIJCOSX def2/J DEFGRID3
* xyz 0 1
N 1.6067 -1.1974 -0.0991
N 2.5631 0.9458 0.2680
N -3.1698 0.5980 -0.0812
C 2.6545 -0.4140 0.0589
C 1.3255 1.1616 0.2629
C 0.1251 0.7359 0.1604
C 0.3754 -0.6526 -0.0534
H -2.2604 0.9398 0.2223
H -3.3750 -0.2323 0.4661
H -0.4535 -1.3463 -0.1925
H -3.0475 0.2907 -1.0414
H 3.6559 -0.8293 0.0289
*
```

Calculated values
energy above the lowest of the compared OMol25 structures with the same formula, charge and spin = 4.254 eV
structure (SMILES) = C1=C=NC=NC=1.N

Here are the natural (NBO) charges for atoms 1 to 2, given in e: number 1, N, carries -0.44; number 2, N, carries -0.44

***

Max |F|, record by record: 1.562; 3.330; 2.535; 5.290; 2.970; 2.141; 4.836; 0.513 eV Å⁻¹